Record 1
{
  "formula": "C8H11BO",
  "method": "the ωB97M-V functional and the def2-TZVPD basis",
  "charge": 0,
  "smiles": "C=C(B(C)C)c1ccco1",
  "gap_ha": 0.3181,
  "lumo_ev": 0.645,
  "spin_multiplicity": 1,
  "elements": ["C", "C", "B", "C", "C", "C", "C", "C", "C", "O", "H", "H", "H", "H", "H", "H", "H", "H", "H", "H", "H"],
  "xyz": [[-0.2041, 2.2445, 0.1192], [-0.2690, 0.9172, -0.0102], [1.1191, 0.0500, 0.0460], [1.9330, -0.1107, 1.3957], [1.4550, -0.6593, -1.2963], [-1.6524, 0.2810, 0.0432], [-2.0500, -1.0394, -0.0557], [-3.4482, -1.0014, -0.1919], [-3.7994, 0.3432, -0.1068], [-2.7052, 1.1310, 0.0103], [-1.0163, 3.0518, 0.1500], [0.7043, 2.6921, 0.0271], [2.4037, 0.9002, 1.5867], [2.7856, -0.8181, 1.1164], [1.4357, -0.5073, 2.2573], [0.6777, -1.4579, -1.2643], [2.4438, -1.1653, -1.3433], [1.2912, -0.0881, -2.2072], [-1.4625, -1.9493, -0.2859], [-4.0114, -1.9290, -0.0609], [-4.7626, 0.7508, -0.2377]]
}



Record 2
{
  "formula": "C32H35BF6N3",
  "method": "the ωB97M-V functional and the def2-TZVPD basis",
  "charge": 1,
  "gap_ha": 0.2422,
  "lumo_ev": -3.410,
  "spin_multiplicity": 1,
  "elements": ["F", "C", "F", "F", "C", "N", "C", "C", "C", "C", "C", "C", "C", "C", "C", "C", "C", "C", "C", "C", "C", "N", "C", "C", "F", "F", "F", "C", "C", "C", "C", "C", "C", "C", "C", "C", "C", "H", "H", "H", "H", "H", "H", "H", "H", "H", "H", "H", "H", "H", "H", "H", "H", "H", "H", "H", "H", "H", "H", "H", "C", "N", "C", "C", "B", "H", "H", "H", "H", "H", "H", "H", "H", "H", "H", "H", "H"],
  "xyz": [[6.2138, -4.0837, 2.2013], [5.9485, -2.9462, 1.5165], [5.4579, -2.0080, 2.3866], [7.1455, -2.4449, 1.0409], [5.0137, -3.0993, 0.3733], [4.8636, -1.7406, -0.1766], [5.7486, -1.4375, -1.2249], [5.9240, -2.3855, -2.2243], [6.8003, -2.1765, -3.2830], [7.5097, -0.9629, -3.3739], [7.4154, -0.0604, -2.3210], [6.5482, -0.2738, -1.2485], [3.8153, -0.9357, 0.2367], [3.7867, 0.4017, -0.1957], [2.7493, 1.2591, 0.1307], [1.6208, 0.7556, 0.7912], [0.4178, 1.6970, 0.9102], [-0.8637, 0.9367, 1.1946], [-1.7698, 1.2810, 2.2050], [-2.9884, 0.6270, 2.3220], [-3.4007, -0.3412, 1.3892], [-4.6085, -1.0223, 1.4365], [-5.5342, -0.7384, 2.5498], [-5.2729, -1.8107, 3.5379], [-5.9975, -1.7121, 4.6774], [-5.5474, -3.0240, 2.9433], [-3.9395, -1.8335, 3.8593], [-5.1230, -1.8015, 0.3831], [-4.4408, -2.9293, -0.1200], [-5.0503, -3.7295, -1.0810], [-6.2940, -3.4098, -1.6126], [-6.9757, -2.2940, -1.0921], [-6.3765, -1.4853, -0.1274], [-2.4735, -0.6743, 0.3834], [-1.2186, -0.1097, 0.3474], [1.6689, -0.5802, 1.2890], [2.7787, -1.3922, 1.0865], [5.5081, -3.7297, -0.3701], [4.0450, -3.5059, 0.6767], [5.3919, -3.3399, -2.1470], [6.8855, -2.9277, -4.0570], [8.1659, -0.7681, -4.2431], [7.9982, 0.8666, -2.3588], [6.5228, 0.4270, -0.4175], [4.5955, 0.8402, -0.8132], [2.7381, 2.2826, -0.2031], [0.6376, 2.5078, 1.6817], [-1.5376, 2.0975, 2.8839], [-3.6227, 0.8361, 3.1980], [-5.3455, 0.2495, 2.9778], [-6.5619, -0.8284, 2.1931], [-3.4713, -3.2081, 0.2788], [-4.5207, -4.6065, -1.4759], [-6.7538, -4.0156, -2.4204], [-7.9503, -2.0248, -1.4730], [-6.9106, -0.6309, 0.2771], [-2.6961, -1.4707, -0.3364], [-0.5351, -0.4198, -0.4459], [0.8105, -0.9799, 1.8218], [2.8436, -2.3851, 1.5880], [-1.1222, 5.3175, -2.1121], [-1.1957, 4.2419, -1.0884], [-1.7882, 4.8010, 0.1630], [-2.0119, 3.1019, -1.6050], [0.2791, 3.6766, -0.7477], [-0.0399, 2.4510, 0.0170], [-2.1130, 5.6927, -2.3918], [-0.5008, 6.1259, -1.7201], [-0.6063, 4.9214, -2.9896], [-2.8341, 5.0879, 0.0274], [-1.7321, 4.0558, 0.9582], [-1.2084, 5.6757, 0.4671], [-3.0531, 3.3876, -1.7841], [-1.5573, 2.7330, -2.5280], [-2.0081, 2.2919, -0.8722], [0.8258, 3.2334, -1.7774], [0.8771, 4.4238, 0.0579]]
}



Record 3
{
  "formula": "C13H14BrF6IN2O6S4Ti",
  "method": "the ωB97M-V functional and the def2-TZVPD basis",
  "charge": 0,
  "gap_ha": [0.2868, 0.2821],
  "lumo_ev": [-0.527, -0.662],
  "spin_multiplicity": 3,
  "elements": ["Ti", "F", "C", "F", "F", "S", "O", "O", "N", "S", "O", "O", "C", "F", "F", "F", "C", "O", "C", "S", "S", "H", "H", "H", "Br", "C", "C", "C", "C", "C", "C", "I", "H", "H", "H", "H", "C", "N", "C", "C", "O", "H", "H", "H", "H", "H", "H", "H"],
  "xyz": [[0.0364, -0.8981, 0.2932], [0.5003, -1.2161, 5.3577], [1.3672, -1.0220, 4.3809], [2.4096, -1.8254, 4.5350], [1.7819, 0.2433, 4.4160], [0.5657, -1.3824, 2.7478], [1.5992, -1.6595, 1.7216], [-0.0182, -0.0718, 2.3149], [-0.4376, -2.4730, 3.0351], [-0.7571, -3.5974, 1.7461], [0.4013, -4.4545, 1.6452], [-0.7752, -2.6218, 0.4593], [-3.4301, -2.2943, 2.0044], [-2.9636, -1.0766, 1.7510], [-4.2131, -2.6955, 1.0162], [-4.0723, -2.3151, 3.1531], [-0.9585, 0.1451, -5.3526], [-0.6379, -0.7697, -4.3031], [-0.1700, -0.3023, -3.1423], [-0.0096, 1.3287, -2.8593], [0.2187, -1.6310, -2.1121], [-1.6530, 0.9079, -5.0042], [-1.4072, -0.4667, -6.1298], [-0.0551, 0.6321, -5.7180], [5.4466, 0.2674, -1.8449], [5.2072, 0.3034, 0.0331], [6.3302, 0.0897, 0.8226], [6.2192, 0.0960, 2.2022], [4.9885, 0.3304, 2.7985], [3.8742, 0.5531, 2.0092], [3.9712, 0.5301, 0.6233], [2.2634, 0.8700, -0.5296], [7.2856, -0.0809, 0.3467], [7.0979, -0.0784, 2.8086], [4.8922, 0.3411, 3.8761], [2.9178, 0.7598, 2.4652], [-3.5174, -0.2757, -1.5446], [-3.3421, 0.9743, -0.8116], [-4.4638, 1.8982, -0.7965], [-2.2285, 1.2474, -0.1714], [-1.2473, 0.4869, -0.1512], [-4.4538, -0.7386, -1.2355], [-2.6917, -0.9511, -1.3407], [-3.5485, -0.0647, -2.6141], [-5.3261, 1.4239, -0.3281], [-4.7221, 2.1798, -1.8173], [-4.1984, 2.7922, -0.2373], [-2.1795, 2.2137, 0.3335]]
}



Record 4
{
  "formula": "C3H9NO2",
  "method": "the ωB97M-V functional and the def2-TZVPD basis",
  "charge": 0,
  "smiles": "C=CN=C.O.O",
  "gap_ha": 0.3680,
  "lumo_ev": 0.160,
  "spin_multiplicity": 1,
  "elements": ["C", "C", "N", "C", "H", "H", "H", "H", "H", "O", "H", "H", "O", "H", "H"],
  "xyz": [[-1.7480, 0.2537, 2.4809], [-1.0503, 0.6841, 1.4345], [-0.8666, 0.1065, 0.1467], [-1.5580, -0.8857, -0.2028], [-2.4440, -0.5483, 2.4491], [-1.5370, 0.7648, 3.4043], [-0.4761, 1.6000, 1.5255], [-1.5210, -1.2762, -1.2149], [-2.2526, -1.3932, 0.4705], [2.2106, 2.0309, 0.4965], [2.6112, 2.4705, -0.2522], [1.3364, 1.6970, 0.2700], [1.9630, -2.1444, -3.3464], [1.3484, -2.3548, -4.0555], [1.4270, -1.6653, -2.7069]]
}